Arrangement w

{"formula": "H4O2", "method": "ωB97M-V/def2-TZVPD", "spin_multiplicity": 1, "gap_ev": 11.9012, "elements": ["O", "H", "H", "O", "H", "H"], "coordinates": [[1.68, 0.41, 0.71], [2.22, 0.50, -0.09], [0.78, 0.58, 0.40], [-1.19, -0.50, -0.45], [-1.96, -0.63, -1.01], [-1.54, -0.37, 0.44]]}

Arrangement x

{"formula": "H4O2", "method": "ωB97M-V/def2-TZVPD", "spin_multiplicity": 1, "gap_ev": 12.2608, "elements": ["O", "H", "H", "O", "H", "H"], "coordinates": [[1.46, 0.22, -0.07], [2.31, -0.33, -0.14], [0.71, -0.40, -0.29], [-1.59, 0.11, -0.20], [-1.23, 0.93, 0.20], [-1.66, -0.53, 0.50]]}

Arrangement y

{"formula": "H4O2", "method": "ωB97M-V/def2-TZVPD", "spin_multiplicity": 1, "gap_ev": 11.4854, "elements": ["O", "H", "H", "O", "H", "H"], "coordinates": [[0.91, -0.53, -0.28], [1.90, -0.33, -0.25], [0.87, -1.48, -0.08], [-1.41, 1.04, 0.52], [-0.53, 0.97, 0.17], [-1.76, 0.32, -0.08]]}

Arrangement z

{"formula": "H4O2", "method": "ωB97M-V/def2-TZVPD", "spin_multiplicity": 1, "gap_ev": 11.7266, "elements": ["O", "H", "H", "O", "H", "H"], "coordinates": [[0.96, -0.61, 0.60], [1.12, -1.36, 1.21], [0.02, -0.44, 0.57], [-0.77, 0.73, -0.63], [-1.69, 1.01, -0.41], [-0.95, -0.13, -1.09]]}

Relative energies, unit hartree: arrangement w 0.0000; arrangement x 0.0022; arrangement y 0.0048; arrangement z 0.0076

Arrangement w

{"formula": "H4O2", "method": "ωB97M-V/def2-TZVPD", "spin_multiplicity": 1, "gap_ev": 11.1297, "elements": ["O", "H", "H", "O", "H", "H"], "coordinates": [[-0.41, 1.55, -0.33], [-0.09, 0.65, -0.28], [-1.33, 1.50, -0.08], [0.45, -0.90, 0.10], [1.35, -1.06, 0.39], [0.02, -1.74, 0.20]]}

Arrangement x

{"formula": "H4O2", "method": "ωB97M-V/def2-TZVPD", "spin_multiplicity": 1, "gap_ev": 11.7817, "elements": ["O", "H", "H", "O", "H", "H"], "coordinates": [[-0.85, 0.23, -1.32], [-0.88, 1.16, -1.59], [-0.35, 0.38, -0.45], [0.78, -0.24, 1.19], [0.46, -1.12, 1.11], [1.33, -0.34, 1.99]]}

Relative energies, unit hartree: arrangement w 0.0000; arrangement x 0.0036